(1)
Formula: C8H5Cl3O2S
Source: OMol25
Level of theory: the ωB97M-V functional and the def2-TZVPD basis

Properties
Maximum force: 0.0623 hartree/bohr
2S+1: 1
HOMO-LUMO gap (alpha / beta): 6.45 / 7.70 eV
Energy above the lowest of the compared OMol25 structures with the same formula, charge and spin: 68.8 kcal/mol

Each line ends with the Mulliken charge.
Cartesian coordinates (Å):
C  2.56  -0.27  0.51  -0.567
C  1.99  -1.48  0.05  -0.338
C  1.80  0.85  0.52  -0.687
C  0.76  -1.46  -0.53  -0.414
C  0.48  0.97  0.06  0.818
C  -0.02  -0.26  -0.56  0.236
C  -0.11  2.23  0.29  -0.357
C  -2.67  -0.23  0.64  0.260
O  -2.16  0.77  -1.88  -0.558
O  -2.18  -1.64  -1.44  -0.561
S  -1.80  -0.32  -1.04  0.965
Cl  -1.60  2.81  -0.11  -0.089
Cl  -1.96  -1.47  1.55  -0.070
Cl  -4.37  -0.36  0.39  -0.099
H  3.62  0.04  0.63  0.296
H  2.52  -2.45  -0.04  0.345
H  2.26  1.74  0.98  0.195
H  0.21  -2.38  -0.72  0.391
H  0.66  2.92  0.71  0.233



(2)
Formula: C6H23NO5
Source: OMol25
Level of theory: the ωB97M-V functional and the def2-TZVPD basis

Properties
Maximum force: 0.0434 hartree/bohr
2S+1: 1
HOMO-LUMO gap: 8.20 eV
SMILES string: C=C(CCC)NC.O.O.O.O.O
Energy above the lowest of the compared OMol25 structures with the same formula, charge and spin: 41.4 kcal/mol

Each line ends with the Mulliken charge.
Cartesian coordinates (Å):
C  -1.74  2.77  1.95  -1.317
C  -1.67  1.80  0.78  -0.232
C  -0.93  0.51  1.09  -0.916
C  -0.33  0.06  -0.22  0.886
C  -0.97  -0.60  -1.19  -1.518
C  1.59  1.65  -0.01  -1.104
N  0.99  0.50  -0.63  -0.068
H  -0.74  3.23  2.19  0.310
H  -2.60  3.45  1.83  0.346
H  -1.93  2.27  2.92  0.308
H  -2.66  1.48  0.49  0.403
H  -1.28  2.31  -0.10  0.294
H  -1.50  -0.28  1.57  0.492
H  -0.09  0.70  1.79  0.307
H  -0.62  -0.72  -2.18  0.258
H  -1.87  -1.23  -1.12  0.248
H  1.28  2.61  -0.43  0.354
H  2.67  1.69  -0.05  0.354
H  1.45  1.63  1.08  0.326
H  1.01  0.69  -1.64  0.248
H  -1.13  -0.01  -3.51  0.455
H  -2.35  -0.07  -4.40  0.302
O  -1.66  -0.63  -4.02  -0.600
H  3.15  -2.83  0.63  0.300
H  2.26  -1.57  0.25  0.291
O  2.30  -2.55  0.28  -0.685
H  -0.31  -4.21  1.14  0.279
H  0.96  -3.36  0.95  0.373
O  0.13  -3.42  1.48  -0.671
H  1.08  -0.78  -3.76  0.323
H  2.18  0.24  -4.00  0.248
O  1.43  0.05  -3.42  -0.614
H  -0.06  -1.66  3.72  0.295
H  1.08  -2.19  2.93  0.365
O  0.89  -1.53  3.61  -0.639



(3)
Formula: C4H4BrNO
Source: OMol25
Level of theory: the ωB97M-V functional and the def2-TZVPD basis

Properties
Maximum force: 0.0560 hartree/bohr
2S+1: 1
HOMO-LUMO gap: 8.85 eV
SMILES string: O=C/C=C\C=N\Br
Energy above the lowest of the compared OMol25 structures with the same formula, charge and spin: 57.4 kcal/mol

Each line ends with the Mulliken charge.
Cartesian coordinates (Å):
C  -0.98  0.01  0.61  -0.308
C  -0.02  -0.73  1.11  -0.232
C  -0.84  0.83  -0.58  0.217
C  1.26  -0.99  0.34  0.119
N  0.37  0.96  -1.01  -0.511
O  2.30  -1.28  0.90  -0.490
Br  0.72  1.82  -2.65  -0.085
H  -1.97  0.23  1.00  0.294
H  -0.12  -1.18  2.11  0.366
H  -1.75  1.25  -0.98  0.409
H  1.04  -0.92  -0.85  0.220



(4)
Formula: C23H31N7Pd
Source: OMol25
Level of theory: the ωB97M-V functional and the def2-TZVPD basis

Properties
Maximum force: 0.0138 hartree/bohr
2S+1: 1
HOMO-LUMO gap: 8.51 eV
Net charge: +2

Each line ends with the Mulliken charge.
Cartesian coordinates (Å):
Pd  -0.21  0.15  -0.30  0.173
C  -1.24  -0.81  -2.87  -0.927
N  -1.43  0.34  -1.93  0.538
C  -2.82  0.40  -1.41  -0.795
C  -3.11  -0.67  -0.39  0.580
C  -4.36  -1.28  -0.32  -1.063
C  -4.60  -2.20  0.69  -0.453
C  -3.58  -2.50  1.58  -0.981
C  -2.37  -1.85  1.43  0.041
N  -2.13  -0.96  0.48  0.285
C  -1.08  1.62  -2.61  -0.791
C  -0.59  2.66  -1.63  0.469
C  -0.74  4.01  -1.86  -1.039
C  -0.17  4.91  -0.98  -0.368
C  0.53  4.43  0.12  -1.059
C  0.62  3.06  0.30  -0.209
N  0.08  2.19  -0.56  0.461
C  -0.95  -2.11  -2.16  0.903
C  -1.50  -3.31  -2.58  -0.905
C  -1.12  -4.47  -1.93  -0.512
C  -0.20  -4.40  -0.90  -0.940
C  0.29  -3.15  -0.54  -0.053
N  -0.07  -2.03  -1.16  0.243
H  -0.36  -0.58  -3.48  0.448
H  -2.10  -0.88  -3.53  0.268
H  -3.52  0.34  -2.24  0.436
H  -2.94  1.38  -0.93  0.410
H  -5.13  -1.03  -1.04  0.445
H  -5.56  -2.68  0.77  0.461
H  -3.73  -3.21  2.38  0.439
H  -1.54  -2.07  2.10  0.399
H  -1.93  1.99  -3.19  0.397
H  -0.26  1.42  -3.30  0.413
H  -1.29  4.35  -2.73  0.492
H  -0.27  5.98  -1.14  0.452
H  0.98  5.10  0.84  0.481
H  1.12  2.64  1.16  0.496
H  -2.22  -3.33  -3.39  0.450
H  -1.53  -5.43  -2.24  0.466
H  0.13  -5.28  -0.37  0.454
H  0.99  -3.05  0.28  0.420
C  4.14  1.52  0.81  -1.239
N  3.10  0.51  0.70  0.227
C  2.99  -0.12  -0.61  -0.994
C  2.16  0.32  1.65  0.534
N  0.94  -0.09  1.35  -0.029
N  2.51  0.58  2.93  0.124
C  1.49  0.72  3.96  -1.215
C  3.83  0.18  3.45  -1.164
H  4.06  2.21  -0.03  0.416
H  5.13  1.07  0.79  0.387
H  4.02  2.08  1.73  0.401
H  4.00  -0.30  -0.99  0.424
H  2.46  0.50  -1.33  0.234
H  2.48  -1.08  -0.53  0.238
H  0.41  -0.35  2.17  0.002
H  0.64  1.29  3.58  0.361
H  1.92  1.27  4.80  0.354
H  1.14  -0.24  4.34  0.369
H  4.47  -0.14  2.65  0.393
H  3.70  -0.65  4.15  0.397
H  4.30  1.01  3.98  0.358



(5)
Formula: C4H13NO3
Source: OMol25
Level of theory: the ωB97M-V functional and the def2-TZVPD basis

Properties
Maximum force: 0.0742 hartree/bohr
2S+1: 1
HOMO-LUMO gap: 9.22 eV
SMILES string: C=O.CCO.CNO
Energy above the lowest of the compared OMol25 structures with the same formula, charge and spin: 125.5 kcal/mol

Each line ends with the Mulliken charge.
Cartesian coordinates (Å):
C  -1.41  -0.03  0.70  -0.013
C  -0.50  -2.11  -0.70  -0.182
C  -2.13  0.78  -0.37  -0.991
O  -0.87  0.82  1.72  -0.591
O  0.25  -1.74  -1.60  -0.566
H  -0.26  1.42  1.26  0.329
H  1.19  -0.25  -1.04  0.346
H  -2.11  -0.69  1.21  0.456
H  -1.58  -2.27  -0.86  0.313
H  -0.10  -2.54  0.23  0.315
H  -2.84  1.48  0.07  0.347
H  -1.40  1.35  -0.96  0.215
H  -2.68  0.13  -1.04  0.304
C  2.35  0.06  0.64  -0.890
N  1.21  0.37  -0.21  -0.304
O  1.22  1.71  -0.64  -0.418
H  1.99  1.86  -1.21  0.313
H  -0.24  -0.30  0.22  0.070
H  2.29  0.67  1.54  0.308
H  3.31  0.26  0.13  0.354
H  2.30  -1.00  0.89  0.283